Below is a molecular structure, C18H44N10O5P2Ti, with properties calculated with ωB97M-V/def2-TZVPD.

- total charge = +3
- HOMO level (spin up / spin down) (eV) = -16.17 / -16.55
- ⟨S²⟩ = 0.752
- 2S+1 = 2
- orbital gap (spin up / spin down) (eV) = 8.868 / 9.531

Structure (XYZ):
```
80
Properties=species:S:1:pos:R:3:forces:R:3
H -7.75920 3.25489 -3.01409 0.0 0.0 0.0
C -2.27142 -0.63977 -1.28936 0.0 0.0 0.1
H 4.87201 0.37400 2.83033 0.0 0.0 0.0
H 3.60692 -4.50101 -3.28311 0.0 0.0 0.0
C 3.46336 -2.59764 4.50078 0.0 0.0 0.0
N -6.90390 2.72470 -3.00137 0.0 0.0 0.0
O -0.60527 0.58232 -0.04987 0.1 -0.1 0.1
N 2.52274 -3.77601 -1.63646 0.0 0.0 0.0
N 3.41251 -1.30370 -1.48320 0.0 0.0 0.1
H -2.05069 -1.74296 6.20738 0.0 0.0 0.0
H 2.11536 0.73751 0.83865 0.0 0.0 0.0
C -1.35447 0.58458 -1.14625 0.0 0.0 -0.1
H -3.86648 0.46589 -0.30500 0.0 0.0 0.0
H 2.79308 1.43217 2.30534 0.0 0.0 0.0
C -6.19027 2.54681 -4.11136 0.0 0.0 0.0
H 1.88504 -4.21970 -3.59591 0.0 0.0 0.0
H 2.99786 -2.84911 -3.47710 0.0 0.0 0.0
N 3.31994 -3.05864 3.11029 0.0 0.0 0.0
N -6.69467 2.93786 -5.27972 0.0 0.0 0.0
H 1.36034 0.45801 2.45773 0.0 0.0 0.0
N 3.15422 -0.61633 2.13476 0.0 0.0 0.0
P 2.41551 -2.38656 -0.83475 0.0 0.0 0.0
H -7.64465 3.26096 -5.35818 0.0 0.0 0.0
H -4.28217 -0.46728 -3.20277 0.0 0.0 0.0
C 4.82165 -1.63529 -1.73066 0.0 0.0 0.0
C -2.04681 0.72059 2.74296 0.1 0.0 0.0
H 1.96145 0.21573 -1.68420 0.0 0.0 0.0
H 5.14963 -1.28049 2.27204 0.0 0.0 0.0
H -3.58418 -0.86155 6.09602 0.0 0.0 0.0
C 2.29907 0.54886 1.90305 0.0 0.0 0.0
N -2.16951 -0.39153 4.62263 0.0 0.0 0.0
H 2.98251 -5.75975 -1.10961 0.0 0.0 0.0
H 3.59156 0.78628 -1.25856 0.0 0.0 0.0
C 3.69134 -4.46598 2.90779 0.0 0.0 0.0
Ti -0.13705 -0.98883 0.86793 -0.1 0.0 0.0
H 4.50784 -2.67884 4.80127 0.0 0.0 0.0
H 3.59242 -4.74706 1.86481 0.0 0.0 0.0
C -4.22015 1.65431 -2.85880 0.0 0.0 0.1
N -4.98485 1.98513 -4.06482 0.0 0.0 0.0
C 4.59955 -0.36259 2.07544 0.0 0.0 0.0
H -4.28616 -1.15929 -0.81307 0.0 0.0 0.1
H -2.12375 -0.03711 6.68803 0.0 0.0 0.0
N -1.85708 -1.69188 -0.29274 0.0 0.0 -0.1
C -2.57913 0.75720 3.99144 -0.1 0.0 0.0
O 2.94376 -2.83101 0.64412 0.0 0.1 -0.1
H 2.85738 -3.21669 5.16238 0.0 0.0 0.0
C 2.76732 -3.83492 -3.08375 0.0 0.0 0.0
H 3.06073 -5.11193 3.51880 0.0 0.0 0.0
H -1.58299 -2.53177 -0.79701 0.0 0.0 0.0
H -3.17073 1.79753 -3.09622 0.0 0.0 0.0
H 3.24578 0.23341 -2.90064 0.0 0.0 0.0
H -2.12250 -1.04370 -2.29119 0.0 0.0 0.0
N -1.29683 -0.43379 2.60877 0.0 -0.1 0.0
O 1.03938 -1.78419 -0.62206 0.0 0.0 0.0
C 3.02502 0.06153 -1.84651 0.0 0.0 0.0
H -2.11461 1.44782 1.95276 0.0 0.0 0.0
H -2.65376 -1.95153 0.28353 0.0 0.0 0.0
H -4.45052 2.38712 -2.08193 0.0 0.0 0.0
H -5.56145 0.11947 -2.17795 0.0 0.0 0.0
H -4.53480 1.81330 -4.94977 0.0 0.0 0.0
H 1.86983 -4.94678 0.00192 0.0 0.0 0.0
H -3.19865 1.48797 4.48157 0.0 0.0 0.0
C -3.75571 -0.25449 -1.12118 0.0 0.0 -0.1
O 1.05288 -2.01131 2.09344 0.0 0.0 0.0
C 2.14617 -5.06345 -1.04300 0.0 0.0 0.0
H 4.72991 -4.60130 3.20835 0.0 0.0 0.0
C -4.49255 0.22553 -2.38338 0.0 0.0 0.0
H 4.88822 0.01585 1.09271 0.0 0.0 0.0
O -1.35276 1.46457 -1.95945 0.0 0.0 0.0
H 5.05061 -1.52938 -2.79172 0.0 0.0 0.0
H -0.93223 -2.01236 4.01140 0.0 0.0 0.0
H 1.29787 -5.48592 -1.58282 0.0 0.0 0.0
C -1.40265 -1.07369 3.76874 0.0 0.0 0.0
H 5.03468 -2.65824 -1.42687 0.0 0.0 0.0
H 5.46779 -0.96077 -1.16776 0.0 0.0 0.0
H 3.15098 -1.56038 4.59824 0.0 0.0 0.0
H -6.60102 2.35231 -2.12015 0.0 0.0 0.0
C -2.50521 -0.78019 5.99214 0.0 0.0 0.0
H -6.13596 2.95149 -6.11633 0.0 0.0 0.0
P 2.57633 -2.12855 2.04131 0.1 0.1 0.0
```
Positions in Å, forces in eV/Å.

---

Below is 4 unconnected molecules or ions with the total composition C18H44O6P, with properties calculated with ωB97M-V/def2-TZVPD.

- total charge = +1
- HOMO level (eV) = -11.27
- 2S+1 = 1
- orbital gap (eV) = 8.539

Structure (XYZ):
```
69
Properties=species:S:1:pos:R:3:forces:R:3
C 0.15545 0.88063 -2.62403 0.0 0.1 0.0
C 1.20483 2.05481 1.19194 0.2 0.1 -0.1
H -2.51175 0.62040 4.93767 -0.1 0.0 0.0
H 1.78902 -1.45837 1.36279 0.2 0.1 0.2
C -3.77640 0.49384 1.94691 0.0 0.2 0.1
H 3.42903 1.26230 -2.93601 0.0 0.0 0.0
H -3.90041 1.16871 1.09995 0.0 0.0 0.0
H -1.51775 1.87095 -3.54486 0.0 0.0 0.0
H -1.53846 -3.88267 -1.42474 0.2 0.2 -0.1
C -3.42408 -3.79800 -0.30205 0.2 0.3 -0.2
H -1.90970 -5.30360 -0.49139 0.3 -0.3 0.2
H 3.08000 2.16304 -0.74525 -0.1 0.0 0.0
O 1.10262 -0.15490 -2.82863 -0.1 -0.3 0.2
H 3.52164 1.29669 -4.70420 0.0 0.0 0.0
H 2.63384 4.59908 -0.16473 0.0 0.0 -0.1
C -1.94503 -4.22164 -0.48046 -0.6 -0.1 0.2
O 2.56721 -3.40610 -0.72640 0.1 0.1 0.5
H 1.07480 2.36818 0.15360 0.0 0.0 0.0
H 1.42382 -0.01941 -4.87338 0.0 0.0 0.0
H -0.26623 1.40999 -4.69322 0.0 0.1 0.0
P -1.02060 -3.56991 0.92546 0.6 -0.3 -0.4
H 3.79094 4.42534 -1.48075 0.0 0.0 0.0
H -1.13202 2.98761 3.55969 0.0 0.0 -0.1
O -4.38700 -2.35912 -1.95322 0.7 -0.4 0.4
H -2.84076 2.62900 3.40995 0.0 0.0 0.0
H -2.18652 -0.49312 3.02853 -0.1 0.0 0.0
C -0.79138 1.09647 -3.79147 0.0 -0.1 0.0
O -2.98833 -1.45858 -0.40554 -0.8 -1.4 -1.1
H 1.02933 -4.84590 0.75880 -0.1 -0.3 -0.3
H -4.10300 -4.50472 -0.75271 -0.1 -0.2 -0.1
C 3.62824 4.23075 -0.42045 -0.1 0.0 0.1
H -1.51770 -4.21957 2.05640 -0.2 0.2 0.1
H 4.78259 2.42483 -0.41206 0.0 0.0 0.1
C -2.30422 0.22896 2.20620 0.0 -0.2 0.1
C 2.40408 2.72504 1.83719 -0.1 0.1 0.0
H 0.66025 -0.89707 0.11675 -0.1 0.2 0.1
H -2.02453 2.12904 5.70105 0.0 0.0 0.0
H -1.28586 -2.20210 0.97980 -0.1 0.0 0.3
H 2.35909 -3.99753 -1.44721 0.1 -0.3 -0.3
H 1.13403 -3.47289 1.82148 0.0 -0.1 0.3
C 1.55874 -1.47468 0.30466 -0.1 -0.3 -0.3
H 1.32824 0.96896 1.19856 0.0 0.1 0.1
H -0.41783 0.58000 -1.74439 0.0 0.0 0.0
C 2.84093 1.25884 -3.85453 -0.1 0.0 0.1
H -4.22452 -1.51225 -2.38742 -0.3 0.4 0.0
H -3.62993 -3.72928 0.75960 -0.4 0.0 0.2
H 2.26420 3.81130 1.87256 0.0 0.0 0.0
C 1.98259 0.00929 -3.93211 0.1 0.1 -0.1
C -3.58844 -2.42086 -0.88261 0.5 1.5 0.6
H 2.49430 2.38949 2.87066 0.1 0.0 0.0
H -4.28104 -0.44467 1.71877 0.0 0.0 0.0
C -1.85670 2.17289 3.55783 -0.1 0.0 0.2
O -1.51123 1.36751 2.43931 -0.1 0.1 0.0
C 0.75205 -3.80407 0.85906 0.2 0.5 0.1
H 0.64441 -2.80820 -1.04952 0.0 0.0 -0.3
H 2.62410 -0.87184 -3.92201 0.0 0.0 0.1
H 0.66251 1.81477 -2.36082 0.0 0.0 0.0
H -0.79968 1.02851 5.05020 0.0 0.0 0.0
C -1.79572 1.44235 4.88716 0.0 -0.1 -0.1
H 0.29081 2.29909 1.72832 0.1 0.0 -0.1
H 2.35652 -1.01097 -0.25492 0.2 0.2 -0.1
H -4.27961 0.94181 2.80397 0.0 0.0 0.1
C 1.36556 -2.88280 -0.23012 -0.5 0.1 -0.3
C 3.77941 2.74689 -0.13289 0.0 0.0 -0.1
H -1.87109 -0.22811 1.31574 0.0 0.1 0.0
H -1.32866 0.17506 -4.02461 0.0 0.0 0.0
O 3.64479 2.40477 1.23305 0.1 -0.1 0.1
H 2.24214 2.17026 -3.86990 0.0 0.0 -0.1
H 4.35404 4.80544 0.15498 0.0 0.0 0.0
```
Positions in Å, forces in eV/Å.

---

Below is 3 unconnected molecules or ions with the total composition C18H45BN6O2, with properties calculated with ωB97M-V/def2-TZVPD.

- structure (SMILES) = CC(=O)N(BCC(N)(N)N)C(C)=O.CCN(CC)CC.CCN(CC)CC
- total charge = 0
- HOMO level (eV) = -7.85
- 2S+1 = 1
- orbital gap (eV) = 8.183

Structure (XYZ):
```
72
Properties=species:S:1:pos:R:3:forces:R:3
H 3.30999 3.78225 -0.42789 0.0 0.0 0.0
H 0.19251 3.28056 -4.81787 0.0 -0.1 0.0
H -0.59453 -3.84721 -0.02591 0.0 0.2 -0.1
C -1.81725 4.00262 -5.10142 0.1 0.0 -0.1
C -1.39270 3.53752 -0.57982 -0.1 0.0 0.0
H 1.35888 -2.31362 3.68874 0.6 0.1 -0.1
H 0.15669 -3.55920 5.49352 0.2 0.3 0.4
H -1.68816 -2.12250 4.68399 -0.1 0.1 0.4
H -0.62555 1.40761 -1.94845 0.0 0.1 0.0
H 2.36100 1.67740 0.44765 0.0 0.0 0.0
B -1.01071 -3.45948 1.02497 0.0 0.0 0.5
H -0.68390 -5.01814 2.52240 -0.5 -1.2 0.1
N 3.67395 0.40980 -0.64394 0.1 -0.3 -0.1
H -0.20030 -4.88727 4.71881 0.0 -0.5 0.0
H -3.30774 -5.13164 0.95103 0.3 -1.0 -0.6
H -1.83366 2.54886 -0.45088 0.0 0.0 0.0
N 0.44746 -2.03826 3.37380 -0.4 0.8 -0.2
H 1.07937 -1.84896 -0.27831 0.0 0.0 -0.1
N -1.68917 -2.83712 3.98019 -0.3 0.6 -0.8
H 0.14535 -1.29903 3.99197 0.0 0.3 0.1
H -2.14439 3.05646 -5.52826 -0.1 0.0 0.0
C 4.73742 0.15545 0.30640 0.2 0.0 0.2
C -0.55154 3.84196 -4.24733 0.1 0.2 -0.2
C -0.37057 -3.20262 3.56347 0.6 -1.1 1.7
H 2.28503 1.77376 -1.30464 -0.2 -0.1 -0.1
H -1.51551 0.66324 1.10483 0.5 1.1 -0.4
H -0.24135 1.32555 -3.63183 0.0 0.1 -0.1
H -0.11316 4.83423 -4.10005 0.0 0.0 0.1
H -2.23314 -3.62928 4.25879 -0.2 -0.2 0.2
H 5.29370 0.22711 2.39574 0.0 0.0 0.0
N -0.67707 3.23031 -2.93993 0.1 0.0 0.0
C 4.38224 0.13720 1.80201 0.1 -0.1 0.0
H 1.24896 -0.32271 0.57738 0.0 0.0 0.0
H 0.68598 -4.15295 2.08811 1.2 -0.3 -0.3
H -1.93976 4.22497 0.06649 0.0 0.0 0.0
H -1.11333 5.04348 -2.06084 0.0 0.0 -0.1
C -2.35261 1.31750 -3.18816 -0.1 -0.2 -0.1
H 4.51299 2.89153 -1.36312 0.0 0.0 0.0
H 5.21286 -0.79076 0.03890 -0.1 -0.1 0.0
O -1.59084 -1.12394 -0.66009 1.9 0.3 -5.4
C -1.47811 4.01364 -2.02095 -0.1 0.0 0.1
N -2.16218 -2.51467 1.05773 1.1 -0.4 -0.1
C -3.35815 -3.06775 0.65435 2.3 -1.4 2.8
H -3.34751 -4.18773 2.37868 0.5 0.0 1.3
H -2.54081 4.04877 -2.31417 0.0 0.0 0.0
C 3.90095 2.86661 -0.46159 0.0 0.1 0.1
H 3.42412 -1.56711 -1.20793 0.1 0.0 0.1
H -4.77496 -4.33259 1.45590 -1.2 -0.3 -0.2
H 2.23142 -0.46759 -1.83163 0.0 0.1 0.0
O -4.03084 -2.60972 -0.16430 -3.5 2.5 -3.8
C 2.97515 1.66094 -0.47001 -0.1 0.2 0.2
H -2.62067 1.34101 -4.24355 0.0 0.1 0.0
H -2.64424 4.42955 -4.53439 0.0 0.0 0.0
H -0.35941 3.50293 -0.23999 0.1 0.0 0.0
C 1.80613 -1.15830 0.15397 0.1 -0.1 0.0
H 2.30443 -1.68443 0.96632 0.0 0.1 0.1
C -3.72389 -4.26509 1.39821 0.0 -0.5 0.5
H -3.08507 1.90792 -2.63566 0.0 0.0 0.0
H -2.45269 0.28436 -2.85523 0.0 0.0 0.0
H -3.21041 0.17715 1.20892 -0.9 0.5 -0.2
H -2.07027 -0.44405 2.30462 0.1 -0.3 1.3
H 3.72991 0.96621 2.07897 0.0 0.0 0.0
C 2.79978 -0.71379 -0.92949 -0.2 -0.1 -0.2
C -1.94436 -1.24684 0.42153 -0.9 -0.4 3.6
H 3.89912 -0.79260 2.09856 -0.1 0.0 0.0
H 4.56156 2.87492 0.40658 0.0 0.0 0.0
H 5.51411 0.90840 0.15218 0.0 0.0 0.0
N 0.33099 -4.03570 4.62198 -0.3 0.3 -0.5
C -2.19420 -0.11865 1.30869 -0.2 0.0 0.8
C -0.92623 1.79809 -2.92409 0.0 -0.2 0.2
C -0.33973 -4.03396 2.32151 -0.7 1.0 -0.8
H -1.61141 4.67536 -5.93613 0.0 0.0 0.0
```
Positions in Å, forces in eV/Å.

---

We obtain energy relative to the best compared isomer or geometry (same formula, charge and spin) values of 5.9 4.3 21.4 kcal/mol for the records listed above, in that order.